{
  "formula": "C7H41NO13",
  "method": "wB97M-V/def2-TZVPD",
  "homo_lumo_gap_ev": [2.118, 8.511],
  "spin_multiplicity": 2,
  "total_charge": -1,
  "lumo_energy_ev": [2.28, 2.24],
  "relative_energy_ev": 0.000,
  "s2": 0.751,
  "total_energy_ha": -1324.01805,
  "symbols": ["C", "C", "C", "N", "C", "C", "C", "C", "H", "H", "H", "H", "H", "H", "H", "H", "H", "H", "H", "H", "H", "H", "H", "H", "H", "O", "H", "H", "O", "H", "H", "O", "H", "H", "O", "H", "H", "O", "H", "H", "O", "H", "H", "O", "H", "H", "O", "H", "H", "O", "H", "H", "O", "H", "H", "O", "H", "H", "O", "H", "H", "O"],
  "xyz": [[0.40226, 0.39554, -0.86826], [1.10242, -0.07694, -2.21501], [-0.29195, -0.76114, -0.12647], [-1.27505, -0.32005, 0.93562], [-1.71956, -1.55725, 1.68323], [-2.95307, -1.94935, 0.97509], [-3.63731, -0.67014, 0.43150], [-2.49422, 0.33285, 0.55416], [-0.49624, 1.18183, -1.15053], [1.15232, 0.81045, -0.18260], [1.83284, -0.86203, -1.93241], [1.60318, 0.96512, -2.56326], [0.30514, -0.36560, -2.83809], [0.46607, -1.45973, 0.29147], [-0.89289, -1.22048, -0.94932], [-1.97844, -1.25539, 2.73239], [-1.01715, -2.44905, 1.71724], [-3.71458, -2.20090, 1.79956], [-2.83024, -2.66008, 0.19650], [-4.45902, -0.15677, 1.05860], [-4.17956, -0.90330, -0.44001], [-2.26383, 1.04987, -0.27700], [-2.83810, 0.97787, 1.50646], [1.46316, 2.79655, 1.87115], [2.24221, 4.05060, 2.08873], [1.40585, 3.69666, 1.72689], [3.19898, -0.60053, 0.04789], [4.41201, -1.54629, -0.32697], [4.13406, -0.51009, -0.23026], [-0.43360, 3.57329, -0.75263], [-1.54138, 3.91237, -1.41576], [-1.26773, 3.20167, -0.89904], [1.01186, 1.27387, -4.30210], [1.22990, 2.79158, -4.09241], [0.79087, 2.17757, -4.69343], [0.65165, 0.40833, 5.11779], [0.07296, 1.17259, 4.40484], [-0.29168, 0.46252, 4.93329], [-0.82529, -2.93371, -1.98049], [-1.42280, -4.29719, -2.08788], [-0.78225, -3.72208, -1.45874], [0.67313, -1.31872, 3.69201], [1.61005, -0.11312, 3.46223], [1.63080, -0.95959, 3.80030], [-0.39127, 1.27358, 2.02193], [0.95785, 0.73512, 1.52580], [0.58784, 1.29545, 2.23798], [2.35768, -3.16259, -0.64993], [3.05441, -2.91299, 0.68109], [3.25578, -2.97622, -0.24700], [2.44963, -2.09468, 2.91577], [2.26523, -3.59658, 2.85644], [2.79722, -2.88093, 2.41075], [-0.95764, 1.66298, -3.80608], [-1.29658, 1.75987, -2.42861], [-1.67339, 1.37452, -3.28454], [-1.85639, -1.61210, -4.73045], [-1.69906, -0.44079, -3.57906], [-1.73546, -1.35768, -3.79786], [1.28914, 3.77425, 0.24013], [1.58163, 4.85615, -0.79141], [1.22760, 3.94098, -0.81917]],
  "forces_ev_per_angstrom": [[-1.800, 0.726, -0.712], [1.102, 3.260, 2.619], [-1.439, 0.738, -1.304], [2.225, -2.166, 0.582], [0.901, 0.695, 0.661], [-4.088, 0.457, 2.446], [-0.388, 0.911, 1.770], [-0.145, 2.821, 0.537], [2.971, -1.827, 1.228], [-0.191, 0.599, -0.627], [-0.215, 0.533, -0.786], [-0.656, -2.808, 0.519], [-0.494, -0.696, -1.163], [-0.733, 0.316, -0.092], [0.460, -0.467, 0.586], [0.439, -0.197, -0.736], [-0.286, 1.523, -0.116], [1.058, -1.064, -1.383], [0.050, -0.819, -0.436], [1.002, -1.550, -0.387], [0.078, 0.107, -1.805], [-0.611, -0.627, 0.737], [1.062, -0.890, -2.059], [-0.216, -3.652, 0.922], [-0.299, 0.008, -0.175], [0.534, 4.000, -0.236], [0.828, 0.044, -0.160], [-1.340, 3.763, 0.270], [0.726, -3.038, -0.182], [3.432, 0.345, 0.978], [-1.903, 1.778, -1.725], [-2.025, -2.192, 0.450], [-0.225, 1.729, -0.791], [0.010, 0.028, 0.058], [0.254, -1.749, 0.681], [0.630, -2.040, 1.852], [-1.791, 1.700, -1.762], [0.585, 0.568, 0.322], [0.205, 1.353, -0.440], [2.254, 1.600, 2.429], [-2.484, -2.972, -2.116], [2.119, 1.244, 0.342], [-0.190, 3.228, -1.577], [-1.674, -4.547, 1.093], [1.195, -0.280, 0.216], [-0.167, 0.149, 0.529], [-0.715, -0.205, -0.324], [1.625, 0.267, 0.494], [-0.133, -0.025, 1.501], [-1.699, -1.064, -2.075], [0.452, -0.008, -0.405], [0.952, 0.769, -0.874], [-1.216, -0.956, 1.234], [1.427, 0.652, -2.071], [-1.411, -0.522, -0.929], [-0.344, 0.240, 2.695], [0.101, 1.063, 0.784], [-0.256, 1.788, -0.472], [0.041, -2.952, -0.211], [0.039, 0.102, -1.840], [-0.290, -0.657, -0.455], [0.668, 0.866, 1.890]],
  "mulliken_charge": [1.16, -1.18, -0.67, -0.02, -1.02, -0.39, -0.85, -0.44, -1.86, 0.60, 0.30, -0.01, 0.50, 0.58, -0.04, 0.41, 0.13, 0.36, 0.39, 0.28, 0.38, 0.17, 0.47, 0.25, 0.32, -0.30, 0.26, 0.37, -0.66, 0.26, 0.30, -0.50, 0.44, 0.33, -0.74, 0.31, 0.15, -0.51, 0.28, 0.32, -0.61, 0.22, 0.03, -0.41, 0.18, -0.20, -0.11, 0.28, 0.45, -0.66, 0.38, 0.31, -0.83, 0.40, 0.21, -0.80, 0.27, 0.43, -0.61, 0.32, 0.23, -0.58]
}